(1)
Entry from the OMol25 dataset: 13 unconnected molecules or ions with the total composition C29H83NO23 at a distorted geometry (ωB97M-V with the def2-TZVPD basis set).

Output
E_LUMO in eV: 0.08
Total charge: 0
HOMO-LUMO gap in eV: 8.094

XYZ file:
```
136
Properties=species:S:1:pos:R:3:mulliken_charge:R:1
O 1.879 2.525 -0.829 -0.358
H 2.521 3.037 -0.337 0.210
H 1.036 2.923 -0.612 0.126
O -0.141 1.092 3.345 -0.432
H -0.330 0.544 4.107 0.217
H 0.232 1.894 3.713 0.239
C 8.145 0.446 3.236 -1.641
C 6.795 0.971 3.920 1.433
C 6.573 2.416 3.499 -1.100
C 6.206 2.677 2.091 -0.823
C 4.854 1.791 1.832 -1.322
C 4.971 0.302 2.065 2.025
N 5.682 0.051 3.443 0.258
O 5.941 -1.265 3.688 -0.487
C 3.552 -0.121 2.038 -2.065
C 5.721 -0.367 0.873 -1.653
C 6.936 0.936 5.434 -1.851
H 8.040 0.514 2.153 0.318
H 8.331 -0.575 3.567 0.369
H 9.047 0.869 3.678 0.431
H 5.847 2.703 4.260 0.326
H 7.450 3.048 3.640 0.384
H 7.030 2.594 1.382 0.349
H 5.989 3.744 2.037 0.419
H 4.610 1.902 0.776 0.348
H 3.983 2.184 2.355 0.537
H 3.201 0.063 3.054 0.554
H 3.025 0.318 1.191 0.163
H 3.516 -1.210 2.000 0.434
H 6.526 0.279 0.521 0.375
H 6.214 -1.322 1.053 0.316
H 4.911 -0.441 0.147 0.417
H 6.038 1.428 5.807 0.423
H 7.819 1.400 5.872 0.340
H 6.950 -0.077 5.837 0.403
H 5.406 -1.439 4.466 0.365
C -3.203 -3.937 -1.521 0.967
C -2.847 -5.150 -2.409 -0.872
O -3.985 -5.519 -3.140 -0.557
O -4.283 -4.154 -0.558 -0.679
H -3.464 -3.056 -2.108 -0.277
H -2.366 -3.704 -0.863 0.073
H -2.569 -5.991 -1.773 0.449
H -2.014 -4.935 -3.079 0.237
H -4.387 -6.213 -2.612 0.322
H -3.980 -4.725 0.151 0.323
C 1.569 -4.387 -2.354 0.110
C 2.679 -5.385 -1.972 -0.679
O 3.813 -5.171 -2.765 -0.507
O 0.933 -4.847 -3.561 -0.543
H 1.968 -3.374 -2.406 0.033
H 0.878 -4.405 -1.511 0.230
H 2.297 -6.406 -1.970 0.349
H 3.142 -5.257 -0.994 0.365
H 4.375 -5.933 -2.610 0.304
H 1.503 -4.656 -4.310 0.411
C 2.253 -1.734 -5.039 -0.949
C 1.145 -0.886 -4.602 -0.008
O 0.289 -0.222 -5.524 -0.543
O 1.944 -3.092 -5.260 -0.538
H 3.100 -1.653 -4.357 0.398
H 2.584 -1.316 -5.989 0.424
H 1.619 0.028 -4.243 0.170
H 0.577 -1.370 -3.808 0.324
H -0.420 -0.845 -5.700 0.354
H 1.102 -2.934 -5.693 0.318
C 0.048 4.607 1.767 0.421
C -0.509 5.143 3.146 -0.669
O -0.288 4.231 4.179 -0.521
O -0.140 5.557 0.732 -0.574
H -0.385 3.649 1.479 -0.308
H 1.097 4.337 1.884 0.333
H -1.500 5.597 3.146 0.343
H 0.045 6.060 3.349 0.317
H -1.049 4.009 4.721 0.308
H -1.083 5.548 0.553 0.353
C -0.199 2.777 -3.751 0.248
C 1.093 3.473 -4.457 -0.656
O 2.385 2.975 -3.908 -0.551
O -0.335 3.251 -2.352 -0.315
H -0.037 1.703 -3.837 -0.197
H -1.152 2.874 -4.270 0.259
H 0.881 4.542 -4.485 0.326
H 1.065 3.111 -5.485 0.361
H 2.481 3.020 -2.954 0.357
H -1.269 3.361 -2.158 0.192
C -3.454 -2.120 2.976 0.412
C -2.902 -3.227 2.063 0.340
O -3.883 -4.320 2.236 -0.585
O -4.027 -2.480 4.255 -0.643
H -4.221 -1.632 2.375 -0.184
H -2.714 -1.321 3.027 0.107
H -1.902 -3.543 2.356 0.284
H -2.734 -2.934 1.026 -0.520
H -4.079 -4.179 3.165 0.409
H -3.321 -2.832 4.802 0.335
C -3.466 -0.140 -2.809 1.462
C -4.213 1.178 -2.515 0.047
O -3.464 2.289 -2.860 -0.547
O -3.835 -0.746 -3.986 -0.634
H -3.653 -0.786 -1.952 -0.599
H -2.396 0.039 -2.921 -0.554
H -4.392 1.283 -1.445 -0.267
H -5.171 1.311 -3.018 0.502
H -3.398 2.403 -3.811 0.279
H -4.770 -0.964 -3.967 0.375
C -0.095 -0.711 -0.776 0.818
C -0.716 0.073 0.357 0.129
O -2.128 -0.302 0.539 0.292
O 1.310 -0.568 -0.862 -0.359
H -0.493 -0.307 -1.707 -0.339
H -0.184 -1.796 -0.726 -0.064
H -0.624 1.133 0.120 -0.197
H -0.226 -0.126 1.310 0.023
H -2.579 0.501 0.809 0.122
H 1.680 0.317 -0.884 0.065
C -4.114 3.005 1.614 -0.147
C -5.489 3.563 1.201 -0.442
O -5.727 4.852 1.718 -0.548
O -3.888 1.737 0.966 -0.565
H -4.173 2.785 2.680 0.284
H -3.263 3.627 1.335 0.126
H -6.354 2.959 1.476 0.265
H -5.503 3.541 0.112 0.276
H -5.962 5.402 0.967 0.345
H -4.710 1.262 1.104 -0.083
C -6.888 -1.443 -0.661 -0.874
C -5.993 -0.931 0.426 0.287
O -6.469 0.195 1.270 -0.575
O -6.299 -2.312 -1.589 -0.489
H -7.340 -0.671 -1.283 0.391
H -7.755 -1.941 -0.227 0.395
H -5.019 -0.752 -0.031 -0.328
H -5.828 -1.739 1.138 0.499
H -7.278 -0.068 1.715 0.309
H -5.804 -2.999 -1.137 0.280
```



(2)
Entry from the OMol25 dataset: 12 unconnected molecules or ions with the total composition C29H84Br4F3N7O10S at a distorted geometry (ωB97M-V with the def2-TZVPD basis set).

Output
<S²>: 0.7506
Multiplicity: 2
E_LUMO (alpha / beta) in eV: -1.68 / -1.86
Total charge: +1
HOMO-LUMO gap (alpha / beta) in eV: 3.880 / 6.371

XYZ file:
```
138
Properties=species:S:1:pos:R:3:mulliken_charge:R:1
C -0.716 -1.209 -1.358 -1.078
C -0.764 0.278 -0.857 0.936
C 0.368 0.596 0.176 -0.077
O 1.658 0.581 -0.467 -0.286
C 2.642 0.837 0.517 -0.413
N -0.483 1.194 -2.091 0.948
H 0.369 0.949 -2.575 -0.031
H -1.256 1.236 -2.740 -0.237
H -0.294 2.101 -1.687 -0.002
H 0.262 -1.687 -1.403 0.150
H -1.140 -1.255 -2.361 0.432
H -1.159 -1.898 -0.638 0.098
H -1.768 0.533 -0.517 -0.450
H 0.427 -0.090 1.020 0.001
H 0.245 1.602 0.577 0.136
H 2.764 0.066 1.277 0.210
H 2.534 1.787 1.042 -0.090
H 3.597 1.035 0.031 0.373
C -4.741 -0.949 -2.533 -1.334
C -6.111 -0.267 -2.440 0.510
C -6.967 -1.033 -1.439 -0.705
O -8.196 -0.425 -1.177 -0.373
C -9.108 -1.290 -0.626 -0.570
N -5.928 1.192 -2.007 -0.035
H -6.354 1.365 -1.108 0.342
H -4.942 1.413 -2.010 -0.016
H -6.355 1.905 -2.581 0.372
H -4.171 -0.824 -1.612 0.179
H -4.056 -0.516 -3.262 0.263
H -4.728 -2.012 -2.774 0.472
H -6.443 -0.186 -3.475 0.227
H -6.311 -1.255 -0.597 0.083
H -7.224 -1.989 -1.897 0.606
H -8.736 -1.712 0.307 0.155
H -9.331 -2.087 -1.335 0.337
H -10.011 -0.765 -0.313 0.283
C 6.192 -3.946 2.100 -1.309
C 4.653 -3.888 1.966 -0.110
C 4.134 -2.721 1.180 1.198
O 4.337 -2.985 -0.155 -0.525
C 3.787 -1.883 -0.959 -0.004
N 4.081 -5.220 1.552 -0.032
H 4.386 -6.057 2.028 0.435
H 3.109 -5.204 1.827 0.208
H 4.152 -5.359 0.554 0.401
H 6.617 -3.944 1.097 0.357
H 6.544 -4.810 2.664 0.436
H 6.476 -3.006 2.573 0.184
H 4.360 -3.821 3.013 0.318
H 4.781 -1.882 1.437 -0.431
H 3.107 -2.402 1.357 -0.140
H 3.836 -2.038 -2.037 0.265
H 4.391 -1.008 -0.719 0.066
H 2.745 -1.771 -0.660 -0.095
C 7.141 0.004 2.838 -1.803
C 7.580 1.412 2.439 0.549
C 6.784 1.984 1.290 -0.313
O 7.127 3.356 1.014 -0.229
C 6.346 3.910 -0.041 -0.638
N 7.268 2.305 3.656 -1.779
H 6.295 2.204 3.905 0.529
H 7.755 2.080 4.512 0.748
H 7.400 3.295 3.507 0.597
H 7.565 -0.742 2.166 0.418
H 6.089 -0.257 2.723 0.180
H 7.395 -0.350 3.837 0.415
H 8.662 1.493 2.336 0.261
H 5.727 1.963 1.555 0.074
H 6.852 1.356 0.402 0.439
H 6.590 3.310 -0.918 0.352
H 6.630 4.936 -0.275 0.267
H 5.262 3.854 0.058 0.158
C 0.751 2.783 -6.075 -1.404
C 0.327 1.820 -7.169 0.496
C -1.007 1.064 -6.888 -0.462
O -1.361 0.176 -7.958 -0.472
C -2.497 -0.670 -7.580 -0.709
N 0.182 2.645 -8.473 -0.258
H 1.043 2.927 -8.920 0.339
H -0.411 2.190 -9.151 0.334
H -0.200 3.544 -8.217 0.369
H -0.075 3.368 -5.669 0.443
H 1.573 3.411 -6.416 0.387
H 1.043 2.267 -5.160 0.143
H 1.094 1.062 -7.329 0.206
H -1.872 1.708 -6.728 0.298
H -0.839 0.418 -6.027 0.298
H -2.187 -1.509 -6.958 0.298
H -2.949 -1.187 -8.426 0.311
H -3.241 -0.155 -6.972 0.277
C -3.905 -2.258 1.844 -1.183
C -5.430 -2.504 2.057 0.378
C -5.740 -3.557 3.133 -1.054
O -7.127 -3.830 3.244 -0.327
C -7.353 -4.861 4.152 -0.789
N -6.182 -1.184 2.398 0.018
H -5.835 -0.396 1.871 -0.070
H -7.165 -1.159 2.170 0.319
H -6.026 -0.977 3.374 0.437
H -3.543 -1.757 0.947 0.085
H -3.437 -3.243 1.866 0.432
H -3.526 -1.712 2.708 0.425
H -5.864 -2.766 1.092 0.330
H -5.459 -3.013 4.035 0.440
H -5.148 -4.458 2.970 0.506
H -6.650 -4.747 4.977 0.329
H -7.187 -5.813 3.650 0.301
H -8.300 -4.881 4.691 0.279
C 3.070 5.161 1.802 -0.896
C 1.948 5.082 2.878 -0.186
C 0.927 3.894 2.715 -0.286
O 0.134 3.757 3.819 -0.451
C -0.775 2.657 3.666 -0.449
N 2.653 5.034 4.243 -0.723
H 2.836 4.076 4.505 0.556
H 3.503 5.580 4.222 0.478
H 2.067 5.390 4.985 0.391
H 3.703 4.274 1.809 0.001
H 3.729 6.009 1.988 0.598
H 2.623 5.334 0.823 0.321
H 1.434 6.031 3.028 0.213
H 1.476 2.966 2.556 0.026
H 0.328 4.060 1.820 0.501
H -1.229 2.227 4.559 0.350
H -0.491 1.988 2.854 -0.050
H -1.660 3.056 3.171 0.334
C -0.214 -2.556 2.700 0.357
F 0.784 -1.803 2.981 -0.221
F -1.230 -2.284 3.469 -0.240
F -0.645 -2.226 1.510 -0.015
S 0.080 -4.529 2.732 1.147
O 1.252 -4.757 1.855 -0.830
O 0.369 -4.899 4.118 -0.705
O -1.201 -5.105 2.188 -0.647
Br 0.604 4.624 -1.626 -0.820
Br -3.107 2.126 -4.106 -0.772
Br 1.870 -0.719 -4.291 -0.812
Br -4.070 1.411 1.077 -0.784
```



(3)
Entry from the OMol25 dataset: 10 unconnected molecules or ions with the total composition C29H84N6O10 at a distorted geometry (ωB97M-V with the def2-TZVPD basis set).

Output
<S²>: 0.7506
Multiplicity: 2
E_LUMO (alpha / beta) in eV: 2.19 / 2.15
Total charge: -1
HOMO-LUMO gap (alpha / beta) in eV: 1.701 / 8.818

XYZ file:
```
129
Properties=species:S:1:pos:R:3:mulliken_charge:R:1
C -13.177 17.096 0.543 0.738
C -12.191 16.863 -0.574 -0.976
O -11.740 15.525 -0.442 -0.472
H -13.967 16.345 0.517 -0.350
H -13.564 18.115 0.553 -0.039
H -12.760 16.959 1.541 -0.109
H -11.400 17.609 -0.502 0.508
H -12.636 17.028 -1.556 0.394
H -12.485 14.942 -0.610 0.467
C -14.561 20.773 1.879 -1.563
C -15.887 20.021 2.209 1.560
C -16.465 20.133 3.656 -1.081
O -15.483 19.919 4.681 -0.371
C -15.293 18.541 5.011 -0.211
N -16.934 20.405 1.302 -0.744
H -13.780 20.477 2.578 0.277
H -14.782 21.833 2.003 0.478
H -14.248 20.553 0.858 0.343
H -15.607 18.985 2.019 -0.512
H -17.292 19.425 3.720 0.424
H -16.944 21.099 3.814 0.380
H -14.754 18.546 5.958 0.037
H -14.788 18.033 4.189 0.026
H -16.207 17.976 5.195 0.248
H -17.774 19.940 1.618 0.293
H -17.146 21.374 1.489 0.301
C -16.234 16.933 8.474 -0.904
C -15.360 16.428 9.689 -0.744
C -15.231 14.907 9.690 -0.697
O -16.546 14.355 9.984 0.045
C -16.565 13.018 10.479 -1.094
N -14.111 17.142 9.797 -0.180
H -16.182 18.018 8.384 0.488
H -17.276 16.613 8.477 0.457
H -15.821 16.519 7.554 -0.303
H -15.923 16.743 10.568 0.043
H -14.481 14.657 10.440 0.450
H -14.806 14.511 8.767 -0.093
H -16.082 12.921 11.452 0.454
H -16.014 12.400 9.770 0.390
H -17.591 12.687 10.641 0.222
H -14.257 18.142 9.800 0.305
H -13.558 16.933 10.615 0.428
C -10.887 16.853 5.910 -1.388
C -11.584 17.131 7.253 -1.307
C -11.918 18.641 7.461 -0.278
O -10.738 19.427 7.660 -0.226
C -10.965 20.833 7.926 -0.776
N -12.770 16.311 7.340 3.182
H -10.951 15.799 5.642 0.420
H -9.819 17.073 5.920 0.563
H -11.337 17.336 5.043 0.118
H -10.924 16.808 8.058 -0.040
H -12.494 18.694 8.386 0.178
H -12.465 19.116 6.647 0.075
H -10.195 21.531 7.599 0.310
H -11.246 21.017 8.963 0.312
H -11.861 21.143 7.388 0.244
H -13.256 16.584 8.183 -0.995
H -12.412 15.397 7.578 -0.424
C -17.202 10.548 4.465 -1.652
C -16.617 11.894 5.005 0.267
C -16.517 11.915 6.528 0.216
O -17.794 11.675 7.153 -0.417
C -18.550 12.895 7.384 -0.548
N -15.439 12.268 4.221 0.401
H -18.139 10.299 4.963 0.398
H -16.522 9.832 4.926 0.362
H -17.254 10.444 3.381 0.372
H -17.361 12.620 4.678 0.080
H -15.984 12.828 6.795 -0.067
H -15.823 11.129 6.827 0.222
H -17.888 13.677 7.757 0.101
H -19.342 12.651 8.092 0.267
H -19.008 13.225 6.452 0.305
H -14.980 13.056 4.654 -0.682
H -14.742 11.537 4.240 0.262
C -9.265 17.318 2.676 -1.335
C -9.046 15.935 2.171 0.258
C -9.928 14.855 2.779 0.550
O -9.335 13.601 2.317 -0.435
C -9.609 12.480 3.171 -0.734
N -9.235 16.051 0.752 -0.870
H -10.319 17.596 2.649 0.109
H -8.634 18.006 2.114 0.445
H -8.992 17.249 3.729 0.354
H -7.998 15.652 2.272 0.441
H -10.994 14.916 2.561 -0.348
H -9.894 14.973 3.862 0.231
H -9.195 11.601 2.677 0.388
H -10.685 12.324 3.244 0.058
H -9.112 12.691 4.118 0.413
H -9.163 15.122 0.362 0.313
H -10.198 16.250 0.522 0.183
C -13.226 12.661 1.265 -1.260
C -14.581 13.338 0.908 2.516
C -14.872 13.473 -0.639 -1.304
O -13.708 13.969 -1.250 -0.362
C -13.890 14.298 -2.606 -1.066
N -15.671 12.510 1.414 -0.619
H -13.188 11.706 0.739 0.438
H -13.175 12.594 2.351 0.089
H -12.330 13.165 0.905 0.240
H -14.611 14.305 1.411 -1.341
H -15.639 14.241 -0.738 0.467
H -15.098 12.519 -1.116 0.374
H -14.212 13.461 -3.226 0.314
H -12.954 14.725 -2.966 0.279
H -14.540 15.172 -2.665 0.399
H -15.580 12.445 2.417 0.430
H -16.556 12.979 1.282 0.385
C -13.554 15.256 4.412 0.902
O -14.447 15.017 5.459 -0.323
H -12.770 14.527 4.213 -0.046
H -14.162 15.206 3.509 0.058
H -13.007 16.198 4.425 -0.257
H -14.168 15.428 6.281 -0.187
C -12.551 11.195 5.442 -1.154
O -13.031 10.451 4.348 -0.258
H -12.814 12.252 5.479 -0.165
H -12.740 10.659 6.372 0.679
H -11.469 11.223 5.313 0.314
H -12.978 9.515 4.556 0.206
C -16.915 16.034 2.164 0.657
O -18.087 15.986 1.368 -0.601
H -16.868 17.027 2.612 -0.037
H -16.879 15.240 2.909 0.029
H -16.015 15.923 1.559 -0.302
H -18.256 15.074 1.122 0.315
```